No. 1
{
  "formula": "C4H4Br4",
  "method": "ωB97M-V with the def2-TZVPD basis set",
  "orbital_gap_ha": 0.3678,
  "charge": 0,
  "homo_energy_ev": -10.038,
  "e_lumo_ev": -0.030,
  "symbols": ["Br", "Br", "Br", "Br", "C", "C", "C", "C", "H", "H", "H", "H"],
  "coordinates": [[-1.907, -0.917, -1.824], [1.377, 0.628, -2.147], [2.359, -1.303, 0.053], [-1.785, -1.887, 1.341], [-0.651, 1.281, 0.666], [-0.805, -1.109, -0.174], [-0.235, 0.168, 0.218], [1.422, 0.282, -0.227], [-0.038, 1.972, 1.198], [-1.649, 1.612, 0.846], [-0.042, -1.818, -0.307], [1.955, 1.091, 0.356]],
  "atomic_forces_ev_per_a": [[0.4, -0.4, 0.9], [0.3, 0.4, 0.3], [0.9, -1.2, 0.5], [-0.1, 0.2, -0.4], [-1.9, 2.7, 2.3], [-2.2, 0.5, 0.0], [5.3, -1.3, -2.1], [-2.6, 0.8, 1.1], [1.2, 0.6, -0.6], [-1.1, -0.6, -0.1], [0.7, -0.9, -0.8], [-0.9, -0.8, -1.0]]
}

No. 2
{
  "formula": "C57H46I2NNaO6P4S2",
  "method": "ωB97M-V with the def2-TZVPD basis set",
  "orbital_gap_ha": 0.1917,
  "charge": -2,
  "homo_energy_ev": -1.780,
  "e_lumo_ev": 3.436,
  "symbols": ["I", "I", "S", "S", "P", "P", "P", "P", "Na", "O", "O", "O", "O", "O", "O", "N", "C", "C", "C", "C", "C", "C", "C", "C", "C", "C", "C", "C", "C", "C", "C", "C", "C", "C", "C", "C", "C", "C", "C", "C", "C", "C", "C", "C", "C", "C", "C", "C", "C", "C", "C", "C", "C", "C", "C", "C", "C", "C", "C", "C", "C", "C", "C", "C", "C", "C", "C", "C", "C", "C", "C", "C", "C", "H", "H", "H", "H", "H", "H", "H", "H", "H", "H", "H", "H", "H", "H", "H", "H", "H", "H", "H", "H", "H", "H", "H", "H", "H", "H", "H", "H", "H", "H", "H", "H", "H", "H", "H", "H", "H", "H", "H", "H", "H", "H", "H", "H", "H", "H"],
  "coordinates": [[2.159, -3.157, 0.914], [3.961, -3.703, 3.003], [-2.875, -3.259, 2.043], [1.137, 1.063, 1.662], [0.525, 0.506, -1.768], [-2.620, -1.649, 3.169], [-0.781, 0.947, 2.341], [2.867, 2.423, -2.905], [-0.695, -1.240, 0.305], [1.034, -6.876, -5.419], [-2.480, -0.257, 0.922], [-1.086, -6.491, -5.453], [0.613, -2.754, -0.781], [-2.007, -2.179, -1.154], [-1.475, 0.682, 0.455], [0.031, -6.324, -4.984], [0.182, -5.413, -3.867], [-1.541, -2.102, 4.576], [-0.751, 2.567, -3.348], [-0.924, -4.754, -3.368], [2.280, 1.331, -6.810], [-6.253, -2.050, 5.072], [2.178, 1.921, -5.555], [-5.868, 0.304, 4.791], [0.029, -3.158, 6.623], [-0.471, 0.863, 4.195], [5.502, 3.270, -3.254], [-0.790, -3.854, -2.329], [-1.069, -0.457, -3.864], [3.326, 0.464, -7.084], [-3.351, 4.117, 1.742], [4.644, 2.541, -2.424], [0.489, -3.601, -1.743], [4.269, 0.187, -6.100], [-0.263, 2.144, -2.115], [-1.933, -1.968, 5.902], [-1.147, -2.494, 6.923], [6.836, 3.443, -2.930], [-1.319, 3.827, -3.496], [4.151, 0.764, -4.847], [1.598, -4.316, -2.277], [0.232, -0.400, -3.351], [-5.041, -2.319, 4.454], [6.503, 2.189, -0.915], [-0.096, 0.664, 6.976], [-0.913, 4.279, -1.178], [1.183, -1.239, -3.924], [-1.449, 4.982, 2.922], [7.345, 2.900, -1.754], [-0.351, 3.021, -1.033], [3.099, 1.632, -4.554], [-2.120, -0.207, 2.323], [-1.534, 2.638, 2.325], [-4.223, -1.282, 4.011], [-1.403, 1.384, 5.094], [-4.651, 0.029, 4.174], [0.839, 0.134, 6.097], [0.874, -2.053, -5.006], [0.435, -3.286, 5.299], [0.654, 0.240, 4.725], [-0.406, -2.055, -5.537], [-1.223, 1.294, 6.468], [-1.996, -3.135, -1.888], [-2.775, 2.852, 1.731], [-6.668, -0.733, 5.244], [-1.405, 4.688, -2.411], [-2.693, 5.186, 2.337], [5.164, 2.011, -1.247], [-0.345, -2.760, 4.285], [1.448, -5.193, -3.317], [2.312, 1.037, -1.831], [-0.878, 3.715, 2.913], [-1.381, -1.257, -4.951], [7.483, 4.005, -3.593], [1.396, -0.164, 4.047], [5.087, -0.492, -6.308], [1.540, 1.548, -7.570], [-4.718, -3.341, 4.294], [0.048, 0.577, 8.047], [4.887, 0.538, -4.082], [-0.924, 5.808, 3.389], [-4.315, 4.268, 1.270], [-1.860, 5.665, -2.524], [1.362, 2.601, -5.337], [-0.684, 1.920, -4.214], [1.639, -2.695, -5.427], [2.958, 0.158, -1.918], [-0.986, 4.929, -0.314], [3.405, -0.001, -8.059], [0.099, 3.556, 3.356], [4.528, 1.451, -0.573], [0.010, 2.701, -0.061], [-2.397, -1.274, -5.329], [-2.852, -1.452, 6.145], [-7.619, -0.521, 5.719], [0.641, -3.567, 7.420], [-1.967, 1.709, 7.138], [-1.696, 4.132, -4.466], [-4.032, 0.827, 3.782], [-1.853, 0.123, -3.389], [-2.285, 1.889, 4.717], [8.389, 3.032, -1.498], [-6.880, -2.867, 5.408], [-0.039, -2.880, 3.253], [6.884, 1.763, 0.005], [-2.945, -3.529, -2.307], [-3.280, 2.020, 1.259], [2.182, -1.281, -3.512], [1.360, -3.791, 5.052], [1.717, -0.375, 6.478], [-1.461, -2.378, 7.954], [2.297, -5.719, -3.729], [-6.189, 1.333, 4.905], [5.114, 3.697, -4.173], [-1.898, -4.934, -3.805], [2.576, -4.136, -1.852], [2.422, 1.404, -0.803], [-0.649, -2.693, -6.379], [-3.143, 6.172, 2.343]],
  "atomic_forces_ev_per_a": [[0.4, -0.1, 0.3], [-0.1, 0.1, -0.1], [0.0, 0.0, -0.1], [0.0, -0.2, 0.1], [0.1, 0.1, -0.6], [0.0, 0.2, 0.0], [-0.7, 0.2, 0.2], [0.0, 0.1, 0.0], [0.9, -0.9, 0.0], [-0.1, 0.0, 0.0], [-0.6, 0.7, 0.5], [0.1, -0.1, 0.0], [0.2, -0.3, -0.2], [-0.5, -0.2, -0.5], [-0.4, 0.8, 0.4], [0.1, 0.2, 0.1], [0.0, -0.2, -0.2], [0.0, 0.0, 0.0], [0.1, 0.1, -0.1], [-0.1, 0.0, 0.0], [0.0, 0.0, 0.0], [0.0, 0.0, 0.0], [-0.1, -0.1, 0.0], [0.0, 0.0, 0.0], [0.0, 0.0, 0.0], [-0.1, 0.2, 0.0], [0.0, 0.0, 0.0], [-0.1, 0.1, 0.0], [0.0, 0.0, 0.1], [0.0, 0.0, 0.0], [0.0, 0.0, 0.0], [0.0, 0.0, 0.1], [0.0, 0.2, 0.1], [-0.1, 0.0, 0.0], [0.0, 0.0, 0.1], [0.0, 0.0, 0.0], [0.0, -0.1, 0.0], [0.0, 0.0, 0.0], [0.0, 0.0, 0.0], [0.0, -0.1, 0.1], [0.0, -0.1, -0.1], [0.0, 0.0, 0.1], [0.0, 0.0, 0.1], [0.0, 0.0, 0.0], [0.0, 0.1, -0.1], [0.0, 0.0, 0.0], [0.1, 0.0, 0.0], [0.0, 0.0, 0.0], [0.0, 0.0, 0.0], [0.0, -0.1, 0.1], [0.0, -0.1, 0.1], [0.6, -0.5, -0.1], [0.2, 0.1, 0.0], [0.0, -0.1, -0.1], [0.0, 0.0, 0.0], [0.0, 0.0, 0.0], [0.0, 0.1, 0.0], [0.0, 0.0, 0.0], [0.0, 0.0, 0.0], [0.1, 0.0, 0.1], [0.0, 0.0, 0.0], [0.0, 0.0, 0.0], [0.3, 0.0, -0.1], [-0.1, 0.0, 0.1], [0.0, 0.0, 0.0], [0.0, 0.0, 0.0], [0.0, 0.0, 0.0], [0.0, 0.0, 0.0], [0.0, -0.1, 0.0], [0.1, 0.0, 0.0], [-0.1, -0.1, 0.0], [0.1, 0.0, -0.1], [0.0, 0.0, 0.0], [0.0, 0.0, 0.0], [0.0, 0.0, 0.0], [0.0, 0.0, 0.0], [0.0, 0.0, 0.0], [0.0, 0.0, 0.0], [0.0, 0.0, 0.0], [0.0, 0.0, 0.0], [0.0, 0.0, 0.0], [0.0, 0.0, 0.0], [0.0, 0.0, 0.0], [0.0, 0.0, 0.0], [0.0, 0.0, 0.0], [0.0, 0.0, 0.0], [0.0, 0.0, 0.0], [0.0, 0.0, 0.0], [0.0, 0.0, 0.0], [0.0, 0.0, 0.0], [0.0, 0.0, 0.0], [0.0, 0.0, 0.0], [0.0, 0.0, 0.0], [0.0, 0.0, 0.0], [0.0, 0.0, 0.0], [0.0, 0.0, 0.0], [0.0, 0.0, 0.0], [0.0, 0.0, 0.0], [0.0, 0.0, 0.0], [0.0, 0.0, 0.0], [0.0, 0.0, 0.0], [0.0, 0.0, 0.0], [0.0, 0.0, 0.0], [0.0, 0.0, 0.0], [0.0, 0.0, 0.0], [0.0, 0.0, 0.0], [0.0, 0.0, 0.0], [0.1, 0.0, 0.0], [0.0, 0.0, 0.0], [0.0, 0.0, 0.0], [0.0, 0.0, 0.0], [0.0, 0.0, 0.0], [0.0, 0.0, 0.0], [0.0, 0.0, 0.0], [0.0, 0.0, 0.0], [0.0, 0.0, 0.0], [0.0, 0.0, 0.0], [0.0, 0.0, 0.0], [0.0, 0.0, 0.0]]
}

No. 3
{
  "formula": "C2H5N2",
  "method": "ωB97M-V with the def2-TZVPD basis set",
  "orbital_gap_ha": 0.4495,
  "smiles": "[NH2+]=C1CN1",
  "charge": 1,
  "homo_energy_ev": -16.055,
  "e_lumo_ev": -3.822,
  "symbols": ["N", "N", "C", "C", "H", "H", "H", "H", "H"],
  "coordinates": [[-1.520, 0.149, -0.074], [0.840, 0.907, 0.019], [-0.212, 0.101, -0.090], [1.064, -0.556, -0.116], [-2.065, -0.693, -0.243], [1.394, -1.033, -1.048], [1.210, 1.924, 0.005], [1.149, -1.043, 0.802], [-1.902, 1.047, 0.103]],
  "atomic_forces_ev_per_a": [[1.9, -1.0, -0.3], [-1.5, 0.3, -0.3], [0.2, 3.2, -0.2], [-0.3, -0.3, -1.2], [0.0, 0.5, 0.2], [0.2, 0.4, 0.4], [-0.8, -2.5, 0.0], [1.4, -1.1, 1.3], [-1.0, 0.6, 0.0]]
}

No. 4
{
  "formula": "C31H50BrN5P2Pd",
  "method": "ωB97M-V with the def2-TZVPD basis set",
  "spin_multiplicity": 3,
  "orbital_gap_ha": [0.2310, 0.1370],
  "charge": 2,
  "homo_energy_ev": [-12.860, -12.853],
  "e_lumo_ev": [-6.574, -9.126],
  "symbols": ["Pd", "Br", "P", "P", "N", "N", "N", "N", "N", "C", "C", "C", "C", "C", "C", "C", "C", "C", "C", "C", "C", "C", "C", "C", "C", "C", "C", "C", "C", "C", "C", "C", "C", "C", "C", "C", "C", "C", "C", "C", "H", "H", "H", "H", "H", "H", "H", "H", "H", "H", "H", "H", "H", "H", "H", "H", "H", "H", "H", "H", "H", "H", "H", "H", "H", "H", "H", "H", "H", "H", "H", "H", "H", "H", "H", "H", "H", "H", "H", "H", "H", "H", "H", "H", "H", "H", "H", "H", "H", "H"],
  "coordinates": [[-0.092, -0.034, -1.996], [-3.780, 0.183, 1.519], [2.077, -1.211, 0.261], [-1.107, -2.550, -0.710], [-1.006, 1.273, 4.936], [1.305, 0.539, 5.016], [-1.042, 6.941, -6.220], [0.199, 0.763, 2.864], [0.765, 2.769, 4.135], [1.161, -0.002, 3.665], [2.728, -1.588, -1.405], [-2.690, -1.359, -2.998], [-3.546, 2.208, -0.453], [-1.584, 2.206, -1.861], [-0.297, -5.448, -1.541], [-0.003, -3.942, -1.515], [4.939, -1.286, 1.035], [-0.766, 4.607, -4.590], [3.586, -0.443, -1.931], [-0.859, 1.557, -0.813], [-1.516, 1.260, 0.431], [0.644, 2.176, 2.772], [1.738, 1.955, 4.905], [-3.786, -3.875, -0.305], [2.725, -4.015, 0.799], [-0.565, 2.678, 4.801], [-1.229, 5.720, -6.722], [-0.015, 0.500, 5.700], [-2.327, -3.656, 0.150], [-1.098, 0.706, 3.584], [-2.926, 2.542, -1.652], [-2.900, 1.451, 0.549], [-0.593, 5.932, -4.066], [-0.774, 2.489, -2.983], [1.861, -2.818, 1.180], [-1.113, 4.542, -5.955], [-0.647, 3.372, -3.842], [-2.391, -1.417, -1.514], [3.567, -0.615, 1.145], [-0.729, 7.045, -4.914], [-4.579, 2.476, -0.262], [-0.334, 6.095, -3.020], [-0.085, 2.740, 2.168], [2.065, -2.536, 2.225], [1.826, 2.366, 5.923], [-0.829, -5.825, -0.660], [-1.381, -0.350, 3.648], [5.685, -0.526, 1.302], [2.696, 1.971, 4.365], [-4.386, -4.107, 0.584], [4.541, -0.424, -1.397], [-3.898, -4.744, -0.971], [-0.854, -5.777, -2.434], [0.265, 1.625, -0.825], [0.782, -3.047, 1.124], [-3.325, -1.436, -0.931], [-1.930, -0.408, -1.257], [-1.858, -1.773, -3.585], [3.631, 0.451, 0.879], [3.065, 0.521, -1.801], [2.588, -4.798, 1.558], [-1.279, 3.581, -6.435], [-0.571, 8.065, -4.537], [0.078, 0.941, 6.712], [-1.865, 1.260, 3.042], [-1.889, -4.667, 0.237], [-2.805, -0.295, -3.267], [1.803, -1.692, -2.026], [-0.344, -0.547, 5.768], [2.455, -4.469, -0.163], [0.928, -3.856, -0.944], [-4.255, -3.015, -0.783], [-3.641, -1.856, -3.248], [-2.398, -3.274, 1.166], [3.285, -0.652, 2.207], [0.231, -3.594, -2.528], [-0.518, 3.126, 5.801], [5.061, -2.094, 1.766], [-1.302, 3.204, 4.165], [-3.399, 3.172, -2.432], [2.133, 0.051, 3.174], [-0.977, 0.632, 1.126], [1.635, 2.231, 2.287], [-1.474, 5.653, -7.790], [5.188, -1.649, 0.037], [3.269, -2.540, -1.348], [3.796, -3.763, 0.786], [0.816, -1.040, 3.698], [3.792, -0.552, -3.009], [0.651, -6.007, -1.556]],
  "atomic_forces_ev_per_a": [[0.8, -0.4, -0.1], [-1.3, -0.5, 1.2], [0.8, -1.3, 0.4], [-1.6, -1.9, -0.6], [-0.1, -0.1, -0.4], [-0.1, 0.0, 0.2], [0.2, -0.4, 0.4], [-0.1, 0.1, -0.4], [-0.3, -0.2, -0.3], [-0.1, 0.6, 0.4], [-0.8, 0.1, -0.4], [-0.2, 0.0, -0.6], [-0.3, 0.0, 0.0], [1.0, -1.1, 1.7], [-0.8, -0.5, -0.2], [0.3, 0.9, -0.6], [0.3, -0.1, 0.0], [0.3, 0.8, -1.2], [0.1, 0.2, -0.4], [-0.5, 1.3, 1.7], [-0.6, -0.5, -1.5], [0.1, -0.1, 1.1], [-0.6, -0.3, -0.3], [-0.1, -0.2, -0.4], [0.3, -0.2, 0.1], [0.3, -0.4, -0.4], [0.0, -0.3, 0.4], [0.4, 0.4, -0.3], [0.1, -0.6, 1.3], [0.5, 0.2, 0.6], [0.0, 0.9, -0.4], [2.6, 0.1, -2.1], [0.2, -0.6, 0.0], [-0.2, 1.7, -2.2], [-0.9, 0.3, 0.1], [0.1, 0.2, -0.1], [-0.7, 0.5, 1.2], [1.1, 1.4, 0.2], [-0.4, 1.2, 0.5], [-0.2, -0.7, -0.1], [-0.1, 0.0, -0.3], [0.0, -0.1, -0.3], [0.2, -0.1, 0.3], [-0.2, -0.1, -0.3], [0.1, -0.1, -0.4], [0.2, 0.1, -0.3], [-0.1, 0.1, 0.0], [-0.1, -0.2, -0.1], [-0.1, 0.1, 0.4], [0.2, 0.1, -0.2], [-0.2, 0.3, -0.3], [0.2, 0.4, 0.0], [0.1, 0.3, 0.4], [-0.6, 0.3, 0.2], [0.5, -0.2, 0.2], [0.6, -0.2, 0.1], [-1.1, -1.2, 0.0], [-0.4, 0.0, -0.1], [0.2, -0.2, 0.2], [0.3, -0.2, 0.0], [0.1, 0.2, -0.2], [0.1, 0.1, 0.1], [-0.1, -0.6, -0.1], [0.0, -0.3, -0.5], [0.2, 0.0, 0.0], [0.0, 0.8, 0.2], [0.0, -0.4, -0.1], [0.7, -0.4, 0.0], [0.1, 0.3, 0.1], [0.2, 0.2, 0.2], [-0.3, 0.5, -0.1], [0.0, -0.1, 0.0], [0.6, -0.1, -0.1], [0.1, 0.0, 0.3], [0.2, 0.2, -0.5], [0.1, 0.0, 0.1], [0.0, 0.0, -0.3], [-0.2, 0.1, -0.3], [0.3, -0.1, 0.5], [0.0, -0.7, 0.7], [-0.2, 0.1, 0.2], [0.2, 0.1, 0.3], [-0.4, -0.1, 0.1], [0.1, 0.1, 0.5], [0.0, -0.1, 0.2], [-0.2, 0.1, -0.3], [-0.4, -0.1, -0.1], [0.1, 0.0, 0.2], [-0.1, 0.0, 0.5], [-0.1, 0.4, 0.0]]
}

Number 1: electronic energy -284380.8020 eV. Number 2: electronic energy -153075.0436 eV. Number 3: electronic energy -5126.3298 eV. Number 4: electronic energy -132485.3387 eV.